Entry 1:
The following is a quantum chemistry calculation of a 3-piece molecular cluster, C5H16O2 overall, from the Open Molecules 2025 dataset.

CARTESIAN COORDINATES (ANGSTROEM)
C  -3.3839  0.8440  -1.7715
C  -1.9220  1.2283  -1.9026
C  -0.9902  0.5604  -0.8346
C  0.2463  1.4850  -0.8428
C  -1.5841  0.4341  0.5848
H  -3.6840  1.0705  -0.7469
H  -3.4672  -0.2460  -1.8586
H  -4.1549  1.3487  -2.3483
H  -1.7524  2.2834  -1.6951
H  -1.5451  0.9309  -2.8736
H  -0.6603  -0.4450  -1.1146
H  1.1669  1.1693  -0.3242
H  0.5238  1.5908  -1.8900
H  0.0315  2.4419  -0.3572
H  -2.6236  0.1330  0.7146
H  -0.9556  -0.0523  1.3178
H  -1.5683  1.5108  0.8278
O  3.8805  -1.0798  2.9079
H  2.9316  -1.2487  2.9745
H  3.9760  -0.1595  3.1744
O  2.6010  -2.7680  0.9445
H  3.5657  -2.7425  1.0054
H  2.5058  -3.7111  1.1456

Properties
- SMILES: CCC(C)C.O.O
- Orbital gap: 11.60 eV

=====

Entry 2:
The following is a quantum chemistry calculation of C14H24EuNO2P as an isolated structure, from the Open Molecules 2025 dataset.

CARTESIAN COORDINATES (ANGSTROEM)
C  -2.8040  0.2075  -4.1069
C  -2.6320  -1.0276  -3.4903
C  -1.9218  -1.1024  -2.2799
C  -1.5072  0.1114  -1.7688
C  -1.5772  1.3483  -2.3705
C  -2.2961  1.3902  -3.5704
C  -1.6967  -2.4199  -1.5489
C  -0.2386  -2.9578  -1.3912
N  0.8519  -1.9693  -1.2087
Eu  -0.0137  -0.2760  0.0762
C  -0.8471  2.5575  -1.7594
P  0.8453  2.0692  -1.2585
H  -3.0143  -1.9562  -3.9014
H  -2.3979  2.3562  -4.0518
H  -3.3542  0.2519  -5.0343
H  -1.3720  2.9150  -0.8526
H  -0.7487  3.3670  -2.4895
H  -2.1342  -2.3842  -0.5303
H  -2.2128  -3.2080  -2.1068
H  -0.2053  -3.6033  -0.4980
C  1.5321  3.3163  -0.1401
C  1.8098  2.0423  -2.7928
H  0.0677  -3.5011  -2.2964
C  1.3882  -1.4058  -2.4558
C  1.9219  -2.4599  -0.3167
H  -0.7594  1.3573  1.0584
H  1.8769  -2.2473  -2.9651
H  0.5690  -1.0110  -3.0739
H  2.1313  -0.6114  -2.2519
H  2.4974  -3.1973  -0.8958
H  2.5968  -1.6472  0.0106
H  1.4747  -2.9260  0.5770
H  1.8079  3.0809  -3.1412
H  2.8192  1.6734  -2.5518
H  1.3342  1.3560  -3.5084
H  1.6715  4.2112  -0.7561
H  0.8281  3.4657  0.6920
H  2.4853  2.9207  0.2480
H  1.3517  0.0748  1.3782
O  -1.2408  -2.7313  3.3188
C  -0.8275  -1.8165  2.6313
O  -0.9122  -1.7770  1.3203
H  -0.3209  -0.8965  2.9912

Properties
- 2S+1: 8
- Orbital gap (spin up / spin down): 8.48 / 4.97 eV

=====

Entry 3:
The following is a quantum chemistry calculation of a 2-piece molecular cluster, CH5NOS2 overall, from the Open Molecules 2025 dataset.

CARTESIAN COORDINATES (ANGSTROEM)
C  -0.9216  -0.5936  -1.4707
S  -0.3584  -0.9843  0.2204
N  1.0610  -0.1577  0.3840
H  -1.7907  -0.0502  -1.3884
H  -1.2851  -1.5604  -1.8375
H  0.0755  -0.2478  -2.0063
H  1.8000  -0.5368  -0.1435
H  1.0824  0.4064  1.1950
O  0.6446  1.8409  1.9547
S  -0.3078  1.8835  3.0924

Properties
- SMILES: CSN.O=S
- Orbital gap (spin up / spin down): 5.91 / 5.87 eV

=====

Entry 4:
The following is a quantum chemistry calculation of one molecule with the formula C20H22F3N5O2, from the Open Molecules 2025 dataset.

CARTESIAN COORDINATES (ANGSTROEM)
O  0.6004  2.6398  -1.4232
C  -0.3375  1.8655  -1.4760
C  -0.3011  0.5990  -2.3205
C  0.0827  -0.6063  -1.4252
C  -1.2007  -1.3807  -1.1482
O  -2.1701  -0.8072  -0.6741
N  -1.2343  -2.6845  -1.4412
C  -0.1299  -3.4174  -2.0088
C  1.1649  -2.7518  -1.5610
N  1.1490  -1.3842  -2.0358
C  2.4535  -0.7270  -1.9692
C  2.9814  -0.5316  -0.5689
C  2.7544  0.6636  0.1093
C  3.1713  0.8226  1.4199
C  3.8242  -0.2048  2.0793
C  4.0652  -1.3902  1.4008
C  4.7802  -2.5334  2.0590
F  5.9562  -2.8118  1.4635
F  4.0634  -3.6757  1.9996
F  5.0510  -2.3267  3.3535
C  3.6518  -1.5559  0.0854
N  -1.4769  2.0166  -0.7812
C  -1.6503  3.0726  0.1879
C  -2.0385  2.5251  1.5704
C  -3.5075  2.2326  1.6414
C  -4.0656  1.0059  1.2765
N  -5.3697  0.7906  1.3354
C  -6.1357  1.7872  1.7527
C  -5.5902  3.0124  2.1090
N  -4.2865  3.2288  2.0534
H  0.4400  0.7166  -3.1084
H  -1.2733  0.4307  -2.7839
H  0.3989  -0.2244  -0.4342
H  -2.1134  -3.1582  -1.2873
H  -0.1701  -4.4525  -1.6629
H  -0.1866  -3.4045  -3.1040
H  2.0135  -3.2681  -2.0124
H  1.2484  -2.8247  -0.4630
H  3.1453  -1.3410  -2.5511
H  2.3656  0.2467  -2.4528
H  2.2589  1.4801  -0.3969
H  2.9878  1.7547  1.9314
H  4.1488  -0.0894  3.1016
H  3.8675  -2.4843  -0.4229
H  -2.1394  1.2488  -0.7752
H  -2.4201  3.7737  -0.1533
H  -0.6961  3.6037  0.2418
H  -1.4603  1.6235  1.7777
H  -1.8099  3.2840  2.3188
H  -3.4634  0.1792  0.9268
H  -7.1982  1.5923  1.7985
H  -6.1988  3.8399  2.4482

Properties
- SMILES: O=C(C[C@H]1C(=O)NCCN1Cc1cccc(C(F)(F)F)c1)NCCc1cnccn1
- Orbital gap: 9.79 eV

=====

Record order is preserved below.
Strongest force on any atom: 2.3, 1.7, 3.8, 0.7 eV Å⁻¹
Record order is preserved below.
Relative energy (zero: lowest compared OMol25 entry of this formula, charge and spin): 19.0, 79.1, 81.1, 0.9 kcal per mole